11
Properties=species:S:1:pos:R:3 method="wB97M-V/def2-TZVPD" e_lumo_ev=-0.386 energy_ev=-9342.277 total_charge=0 orbital_gap_ev=9.0 multiplicity=1 relative_energy_ev=1.905
O -1.85 0.08 -1.56
O 0.91 1.19 -1.89
C 0.71 0.71 0.56
C 0.23 -0.67 1.01
C -0.88 -0.18 -0.90
C 0.44 0.68 -0.92
C -0.66 -1.19 0.15
H 0.03 1.66 0.37
H -1.12 -2.17 0.16
H 1.55 1.10 1.14
H 0.63 -1.20 1.87